[1]
The following is a DFT calculation (the ωB97M-V functional and the def2-TZVPD basis) of a cluster of 5 separate species, C38H66F13NO3 in total at a distorted geometry.

Structure (XYZ):
```
121
Properties=species:S:1:pos:R:3:mulliken_charge:R:1
C 7.12 -5.62 -5.21 -0.703
N 5.69 -5.12 -5.23 -0.437
C 5.32 -4.43 -6.52 -0.570
C 5.63 -2.82 -6.46 0.461
C 4.67 -1.70 -6.64 0.214
C 3.06 -1.70 -6.96 -0.559
C 2.21 -2.90 -6.23 -0.830
C 0.90 -2.37 -5.35 0.791
F 1.37 -2.30 -3.95 -0.280
F 0.33 -1.08 -5.87 -0.309
C -0.29 -3.51 -5.62 0.488
F -0.59 -3.34 -7.09 -0.322
F 0.38 -4.83 -5.34 -0.301
C -1.59 -3.39 -4.66 0.634
F -2.21 -2.01 -4.73 -0.280
F -1.17 -3.50 -3.20 -0.289
C -2.77 -4.47 -4.83 0.633
F -4.06 -3.86 -4.34 -0.280
F -2.49 -5.60 -3.86 -0.293
C -3.03 -5.15 -6.27 0.310
F -1.88 -5.96 -6.82 -0.241
F -4.11 -6.20 -6.05 -0.286
C -3.62 -4.18 -7.46 0.705
F -3.78 -2.76 -7.09 -0.199
F -2.84 -4.26 -8.75 -0.229
F -5.00 -4.66 -7.84 -0.240
C 5.41 -0.24 -6.56 0.260
O 4.94 1.01 -6.63 -0.545
O 6.86 -0.53 -6.43 -0.136
C 7.01 -1.97 -6.20 0.225
O 8.19 -2.44 -5.78 -0.528
H 7.55 -5.92 -6.26 0.249
H 7.87 -4.89 -4.63 0.186
H 7.13 -6.63 -4.57 0.301
H 5.08 -5.98 -5.14 0.316
H 6.01 -4.87 -7.39 0.417
H 4.23 -4.73 -6.80 0.257
H 2.67 -0.62 -6.77 0.376
H 2.96 -1.88 -8.13 0.322
H 2.94 -3.42 -5.46 0.341
H 1.94 -3.70 -7.04 0.344
C 13.09 2.41 -4.80 -1.171
C 11.75 2.93 -4.30 -0.393
C 10.68 1.84 -4.21 -0.778
C 10.29 1.19 -5.55 -0.267
C 9.80 2.15 -6.63 -0.420
C 8.52 2.88 -6.24 -1.108
H 13.01 2.02 -5.82 0.282
H 13.83 3.22 -4.81 0.376
H 13.47 1.61 -4.16 0.288
H 11.41 3.75 -4.93 0.236
H 11.90 3.35 -3.30 0.355
H 9.78 2.27 -3.75 0.324
H 11.02 1.05 -3.53 0.381
H 9.52 0.44 -5.35 0.065
H 11.15 0.63 -5.94 0.323
H 9.61 1.58 -7.54 0.355
H 10.57 2.88 -6.88 0.288
H 7.71 2.17 -6.03 0.204
H 8.19 3.52 -7.06 0.379
H 8.66 3.51 -5.36 0.295
C -3.01 -2.53 -1.14 -1.156
C -1.98 -1.45 -0.86 -0.240
C -0.95 -1.85 0.20 -0.784
C -1.52 -2.13 1.59 -0.992
C -2.30 -0.97 2.22 0.289
C -1.46 0.27 2.45 -1.286
H -3.60 -2.76 -0.25 0.476
H -3.69 -2.21 -1.93 0.305
H -2.52 -3.46 -1.47 0.139
H -2.49 -0.52 -0.58 0.399
H -1.45 -1.23 -1.80 0.189
H -0.19 -1.06 0.26 0.335
H -0.42 -2.75 -0.14 0.350
H -0.69 -2.39 2.26 0.452
H -2.17 -3.01 1.55 0.319
H -2.70 -1.31 3.19 -0.033
H -3.17 -0.72 1.60 0.239
H -0.61 0.05 3.10 0.298
H -2.06 1.05 2.93 0.349
H -1.08 0.68 1.51 0.364
C -6.31 -0.53 4.22 -1.276
C -5.28 0.56 4.50 -0.320
C -4.25 0.16 5.56 -0.293
C -4.82 -0.12 6.95 -1.153
C -5.60 1.03 7.58 -0.318
C -4.76 2.28 7.81 -0.731
H -6.90 -0.76 5.11 0.315
H -6.99 -0.21 3.43 0.396
H -5.82 -1.45 3.89 0.274
H -5.79 1.48 4.78 0.359
H -4.75 0.78 3.56 0.275
H -3.49 0.94 5.62 0.333
H -3.72 -0.74 5.22 0.130
H -3.99 -0.39 7.62 0.453
H -5.47 -1.01 6.91 0.390
H -6.00 0.70 8.54 0.381
H -6.47 1.29 6.96 0.242
H -3.91 2.06 8.46 0.281
H -5.36 3.06 8.29 -0.057
H -4.38 2.69 6.87 0.332
C -7.92 8.11 11.40 -1.186
C -6.94 6.98 11.68 -0.442
C -6.48 6.25 10.42 -0.619
C -7.59 5.54 9.64 -0.635
C -8.37 4.49 10.43 -0.415
C -7.52 3.34 10.92 -0.907
H -8.85 7.73 10.95 0.281
H -8.19 8.62 12.33 0.375
H -7.49 8.85 10.73 0.289
H -7.38 6.28 12.40 0.243
H -6.06 7.41 12.18 0.363
H -5.70 5.53 10.69 0.286
H -6.00 6.98 9.75 0.398
H -7.13 5.05 8.77 0.303
H -8.29 6.28 9.24 0.348
H -9.16 4.09 9.79 0.339
H -8.88 4.96 11.28 0.260
H -7.03 2.83 10.08 0.035
H -8.14 2.60 11.45 0.405
H -6.74 3.67 11.62 0.265
```

E_HOMO = -10.115 eV
HOMO-LUMO gap = 0.3063 Ha
structure (SMILES) = CNCC1=C(CCC(F)(F)C(F)(F)C(F)(F)C(F)(F)C(F)(F)C(F)(F)F)C(=O)OC1=O.CCCCCC.CCCCCC.CCCCCC.CCCCCC
total energy = -3065.80734 hartree


[2]
The following is a DFT calculation (the ωB97M-V functional and the def2-TZVPD basis) of a cluster of 10 separate species, C38H67Cl2N9 in total at a distorted geometry.

Structure (XYZ):
```
116
Properties=species:S:1:pos:R:3:mulliken_charge:R:1
C -1.45 7.04 -4.81 -1.135
C -2.28 5.76 -5.08 -0.378
C -2.48 5.54 -6.58 -0.381
C -2.90 6.77 -7.32 0.250
N -3.21 7.78 -7.93 -0.461
H -0.44 6.87 -5.18 0.287
H -1.29 7.13 -3.74 0.332
H -1.74 8.04 -5.13 0.382
H -3.30 5.84 -4.69 0.297
H -1.73 4.93 -4.63 0.257
H -3.29 4.84 -6.81 0.278
H -1.53 5.17 -6.94 0.271
C 7.19 -3.74 3.47 -1.106
C 7.59 -4.85 4.52 -0.484
C 8.30 -6.09 4.00 -0.380
C 8.54 -7.24 4.93 0.159
N 8.80 -8.05 5.67 -0.369
H 6.26 -3.32 3.85 0.304
H 6.92 -4.13 2.48 0.343
H 8.02 -3.08 3.23 0.318
H 6.67 -5.22 4.98 0.325
H 8.22 -4.46 5.31 0.360
H 9.28 -5.80 3.63 0.248
H 7.62 -6.32 3.17 0.283
C 5.39 6.19 -5.02 -1.242
C 5.45 4.72 -5.51 -0.299
C 4.29 4.34 -6.46 -0.378
C 4.11 5.38 -7.47 0.248
N 3.98 6.20 -8.27 -0.416
H 6.18 6.60 -4.39 0.316
H 4.48 6.34 -4.45 0.319
H 5.16 6.87 -5.84 0.392
H 5.45 4.19 -4.56 0.267
H 6.37 4.66 -6.09 0.267
H 3.37 4.29 -5.88 0.216
H 4.29 3.34 -6.90 0.309
C -3.47 -2.27 -4.93 -0.998
C -4.75 -2.93 -5.54 -0.379
C -5.96 -2.05 -5.80 -0.366
C -6.06 -0.89 -4.90 0.237
N -6.11 0.07 -4.21 -0.456
H -3.08 -3.01 -4.22 0.284
H -3.63 -1.35 -4.36 0.313
H -2.76 -1.97 -5.69 0.269
H -4.92 -3.74 -4.83 0.262
H -4.53 -3.41 -6.49 0.294
H -6.91 -2.57 -5.86 0.323
H -5.83 -1.59 -6.78 0.218
C -8.67 -5.70 0.16 -1.071
C -7.16 -5.51 0.50 -0.454
C -6.92 -5.66 1.99 -0.441
C -6.93 -7.03 2.55 0.224
N -6.88 -8.11 3.03 -0.445
H -8.90 -6.76 0.08 0.315
H -8.73 -5.21 -0.82 0.303
H -9.33 -5.09 0.76 0.347
H -6.76 -4.63 0.00 0.378
H -6.59 -6.33 0.06 0.272
H -7.79 -5.31 2.55 0.228
H -6.06 -5.12 2.38 0.345
C -8.17 1.31 4.73 -1.205
C -7.65 2.70 4.27 -0.265
C -7.49 2.94 2.78 -0.454
C -6.73 4.06 2.34 0.143
N -6.06 4.98 2.04 -0.444
H -7.93 0.41 4.16 0.342
H -9.26 1.26 4.74 0.316
H -7.85 1.11 5.75 0.333
H -6.65 2.81 4.68 0.284
H -8.22 3.46 4.80 0.327
H -8.40 2.75 2.21 0.384
H -6.89 2.17 2.30 0.240
C 2.02 0.15 10.32 -1.103
C 2.16 0.75 8.88 -0.348
C 0.89 0.38 7.93 -0.427
C -0.41 0.86 8.30 0.216
N -1.45 1.23 8.58 -0.411
H 1.84 -0.92 10.46 0.334
H 1.00 0.46 10.53 0.301
H 2.71 0.47 11.10 0.311
H 3.06 0.60 8.29 0.327
H 2.22 1.81 9.11 0.264
H 0.64 -0.68 7.89 0.246
H 1.08 0.72 6.92 0.290
C 4.60 5.51 2.27 -1.059
C 6.15 5.58 2.10 -0.493
C 6.91 4.21 2.27 -0.426
C 7.20 3.95 3.73 0.203
N 7.41 3.74 4.83 -0.393
H 4.15 4.73 1.66 0.298
H 4.12 6.40 1.86 0.328
H 4.23 5.44 3.29 0.310
H 6.66 6.26 2.78 0.329
H 6.49 6.04 1.18 0.336
H 7.89 4.29 1.79 0.281
H 6.36 3.38 1.82 0.286
C 3.10 -5.50 -3.93 -1.259
C 2.79 -6.94 -4.21 -0.449
C 1.51 -7.46 -3.47 -0.226
C 1.50 -6.91 -2.15 0.230
N 1.52 -6.48 -1.03 -0.448
H 3.36 -5.43 -2.88 0.369
H 2.19 -4.93 -4.12 0.288
H 3.93 -5.12 -4.53 0.369
H 3.72 -7.35 -3.81 0.239
H 2.83 -7.11 -5.28 0.375
H 1.66 -8.54 -3.51 0.257
H 0.54 -7.19 -3.87 0.255
Cl 1.24 0.96 -1.16 -0.201
C 0.24 0.04 -0.05 -0.427
C -1.00 0.77 0.26 -0.385
Cl -2.06 -0.27 1.31 -0.209
H 0.94 0.01 0.79 0.266
H 0.13 -0.97 -0.46 0.345
H -1.58 1.08 -0.61 0.319
H -0.73 1.65 0.84 0.289
```

E_HOMO = -11.125 eV
HOMO-LUMO gap = 0.4017 Ha
structure (SMILES) = CCCC#N.CCCC#N.CCCC#N.CCCC#N.CCCC#N.CCCC#N.CCCC#N.CCCC#N.CCCC#N.ClCCCl
total energy = -2901.05479 hartree


> What is the HOMO-LUMO gap in the first record?

0.3063 Ha